1:
{"formula": "C3H3NO", "method": "ωB97M-V/def2-TZVPD", "smiles": "[O-][N@+]12[C@@H]3[C@H]1[C@@H]32", "homo_lumo_gap_ev": [8.93, 8.93], "total_charge": 0, "multiplicity": 1, "symbols": ["O", "N", "C", "C", "C", "H", "H", "H"], "coordinates": [[-2.57, -0.10, -0.01], [-1.35, 0.13, 0.03], [-0.16, 0.30, 0.74], [-0.20, 0.41, -0.72], [0.11, -0.92, -0.04], [0.06, 0.69, 1.61], [0.06, 0.83, -1.66], [-0.64, -1.77, 0.00]], "nbo_charge": [-0.439, 0.220, -0.081, -0.102, -0.299, 0.226, 0.258, 0.218]}

---

2:
{"formula": "C3H3NO", "method": "ωB97M-V/def2-TZVPD", "smiles": "c1cnoc1", "homo_lumo_gap_ev": 11.20, "total_charge": 0, "multiplicity": 1, "symbols": ["C", "C", "N", "O", "C", "H", "H", "H"], "coordinates": [[0.39, -0.42, -0.57], [-0.54, -0.93, 0.37], [-1.10, 0.12, 0.87], [-0.57, 1.26, 0.42], [0.37, 0.89, -0.42], [1.25, -0.85, -1.04], [-0.80, -1.75, 1.04], [1.00, 1.69, -0.66]], "nbo_charge": [-0.363, -0.071, -0.132, -0.247, 0.121, 0.234, 0.252, 0.206]}

---

3:
{"formula": "C3H3NO", "method": "ωB97M-V/def2-TZVPD", "homo_lumo_gap_ev": [7.43, 7.43], "total_charge": 0, "multiplicity": 1, "symbols": ["C", "C", "C", "N", "O", "H", "H", "H"], "coordinates": [[-0.21, 2.16, 2.39], [1.18, 0.02, 1.06], [0.12, -0.05, 0.09], [-1.12, 2.81, 2.73], [2.11, -0.28, 1.71], [0.25, 0.75, -0.78], [-0.94, 0.09, 0.55], [0.16, -1.00, -0.59]], "nbo_charge": [-0.184, 0.941, -0.860, -0.588, -0.313, 0.340, 0.365, 0.298]}

---

4:
{"formula": "C3H3NO", "method": "ωB97M-V/def2-TZVPD", "smiles": "N=C=O.C#C", "homo_lumo_gap_ev": 10.33, "total_charge": 0, "multiplicity": 1, "symbols": ["N", "C", "O", "H", "C", "C", "H", "H"], "coordinates": [[0.84, -1.40, 0.25], [1.09, -0.18, -0.04], [1.77, 0.77, -0.08], [1.56, -2.10, 0.19], [-1.11, 0.21, -0.20], [-1.58, 1.33, -0.11], [-0.74, -0.98, 0.06], [-1.82, 2.36, -0.08]], "nbo_charge": [-0.893, 0.910, -0.446, 0.423, -0.398, -0.192, 0.361, 0.235]}

---

Preferred: 2; penalty for the next structure: 39.1 kcal/mol.

---

1:
{"formula": "C3H3NO", "method": "ωB97M-V/def2-TZVPD", "homo_lumo_gap_ev": 10.35, "total_charge": 0, "multiplicity": 1, "symbols": ["N", "C", "C", "C", "O", "H", "H", "H"], "coordinates": [[2.18, 0.43, 0.04], [1.52, -0.06, 0.91], [0.28, 0.20, 0.06], [-1.02, -0.43, -0.09], [-0.84, 0.86, 0.54], [0.69, 0.59, -0.89], [-1.38, -0.38, -1.12], [-1.44, -1.20, 0.55]], "nbo_charge": [-0.174, 0.135, 0.009, -0.094, -0.461, 0.193, 0.188, 0.203]}

---

2:
{"formula": "C3H3NO", "method": "ωB97M-V/def2-TZVPD", "smiles": "C=C=O.C#N", "homo_lumo_gap_ev": 9.32, "total_charge": 0, "multiplicity": 1, "symbols": ["C", "C", "O", "H", "H", "C", "N", "H"], "coordinates": [[-0.29, -0.84, -0.11], [-1.32, -0.03, 0.06], [-2.13, 0.69, 0.49], [0.11, -1.17, -1.04], [-0.03, -1.37, 0.80], [1.14, 0.82, -0.07], [2.12, 0.50, 0.46], [0.40, 1.40, -0.59]], "nbo_charge": [-0.760, 0.716, -0.437, 0.277, 0.293, 0.055, -0.355, 0.211]}

---

Preferred: 2; penalty for the next structure: 48.1 kcal/mol.

---

1:
{"formula": "C2H13NO4", "method": "ωB97M-V/def2-TZVPD", "smiles": "CNCO.O.O.O", "homo_lumo_gap_ev": 10.23, "total_charge": 0, "multiplicity": 1, "symbols": ["C", "N", "C", "O", "H", "H", "H", "H", "H", "H", "H", "O", "H", "H", "O", "H", "H", "O", "H", "H"], "coordinates": [[1.22, 1.27, -0.61], [0.77, 0.73, -1.96], [0.14, -0.54, -1.80], [1.11, -1.58, -1.67], [0.31, 1.50, -0.02], [1.80, 2.23, -0.68], [1.85, 0.47, -0.21], [0.09, 1.45, -2.19], [-0.37, -0.77, -0.85], [-0.58, -0.77, -2.58], [1.76, -1.34, -2.39], [-0.88, 0.25, 3.67], [-0.69, 1.08, 3.21], [-0.59, -0.36, 2.98], [-0.02, -1.77, 1.17], [0.25, -2.12, 0.31], [0.53, -2.09, 1.88], [-2.22, 0.86, 0.19], [-2.75, 1.32, 0.85], [-1.73, 0.20, 0.70]], "nbo_charge": [-0.438, -0.639, 0.080, -0.755, 0.190, 0.200, 0.208, 0.367, 0.142, 0.167, 0.475, -0.933, 0.462, 0.471, -0.989, 0.507, 0.483, -0.950, 0.473, 0.479]}

---

2:
{"formula": "C2H13NO4", "method": "ωB97M-V/def2-TZVPD", "smiles": "CNCO.O.O.O", "homo_lumo_gap_ev": 9.90, "total_charge": 0, "multiplicity": 1, "symbols": ["C", "N", "C", "O", "H", "H", "H", "H", "H", "H", "H", "O", "H", "H", "O", "H", "H", "O", "H", "H"], "coordinates": [[-1.87, -2.36, -0.50], [-0.75, -1.59, 0.02], [-0.89, -1.04, 1.36], [-1.03, -2.00, 2.41], [-2.82, -1.98, -0.10], [-1.96, -2.16, -1.57], [-1.83, -3.44, -0.33], [0.09, -2.14, -0.12], [-1.85, -0.54, 1.29], [-0.05, -0.38, 1.52], [-0.97, -2.89, 1.99], [-1.35, 2.53, 0.00], [-0.63, 2.03, -0.39], [-0.94, 3.37, 0.17], [4.70, 3.07, -0.46], [4.53, 3.84, -0.95], [4.33, 2.29, -0.85], [1.13, 1.06, -1.55], [0.89, 0.45, -0.85], [1.27, 1.89, -1.09]], "nbo_charge": [-0.432, -0.658, 0.092, -0.734, 0.204, 0.205, 0.176, 0.355, 0.168, 0.160, 0.467, -0.929, 0.462, 0.462, -0.949, 0.472, 0.477, -0.929, 0.475, 0.457]}

---

Preferred: 1; penalty for the next structure: 3.9 kcal/mol.

---

1:
{"formula": "C2H13NO4", "method": "ωB97M-V/def2-TZVPD", "smiles": "C=CN.O.O.O.O", "homo_lumo_gap_ev": 8.94, "total_charge": 0, "multiplicity": 1, "symbols": ["C", "C", "N", "H", "H", "H", "H", "H", "O", "H", "H", "O", "H", "H", "O", "H", "H", "O", "H", "H"], "coordinates": [[0.49, -1.58, 0.73], [0.43, -0.33, 1.21], [-0.69, 0.49, 1.29], [-0.39, -2.17, 0.50], [1.40, -2.16, 0.87], [1.32, 0.28, 1.33], [-0.85, 1.38, 0.85], [-1.56, 0.01, 1.48], [-4.03, 0.73, 1.30], [-3.56, 1.20, 0.59], [-4.06, -0.16, 0.95], [3.30, 0.59, 0.15], [3.11, 0.63, -0.80], [4.12, 1.06, 0.32], [1.75, -0.80, -2.04], [1.37, -1.16, -1.24], [1.50, -1.40, -2.72], [-1.18, 0.59, -1.72], [-1.33, 0.71, -2.66], [-0.28, 0.26, -1.64]], "nbo_charge": [-0.598, 0.045, -0.841, 0.197, 0.216, 0.213, 0.400, 0.376, -0.934, 0.471, 0.467, -0.960, 0.490, 0.474, -0.974, 0.492, 0.473, -0.962, 0.469, 0.488]}

---

2:
{"formula": "C2H13NO4", "method": "ωB97M-V/def2-TZVPD", "smiles": "C=CN.O.O.O.O", "homo_lumo_gap_ev": 9.07, "total_charge": 0, "multiplicity": 1, "symbols": ["C", "C", "N", "H", "H", "H", "H", "H", "O", "H", "H", "O", "H", "H", "O", "H", "H", "O", "H", "H"], "coordinates": [[-1.79, 0.57, 0.38], [-1.51, 0.15, -0.90], [-0.53, 0.58, -1.83], [-1.66, 1.63, 0.54], [-1.89, -0.07, 1.25], [-1.78, -0.88, -1.12], [-0.05, 1.34, -1.41], [-0.84, 0.87, -2.70], [0.84, 2.58, 0.07], [0.21, 2.24, 0.72], [1.57, 2.90, 0.61], [0.13, -2.71, -0.46], [0.45, -3.40, 0.15], [-0.02, -2.00, 0.23], [0.54, -1.62, 1.80], [1.14, -1.11, 1.20], [0.35, -1.02, 2.55], [1.74, -0.29, -0.12], [1.37, -0.42, -1.01], [1.74, 0.65, 0.02]], "nbo_charge": [-0.525, 0.028, -0.824, 0.159, 0.225, 0.189, 0.376, 0.375, -0.958, 0.485, 0.482, -0.978, 0.467, 0.487, -0.991, 0.506, 0.470, -0.968, 0.514, 0.482]}

---

Preferred: 1; penalty for the next structure: 11.6 kcal/mol.

---

1:
{"formula": "C2H4O2S2", "method": "ωB97M-V/def2-TZVPD", "homo_lumo_gap_ev": 7.68, "total_charge": 0, "multiplicity": 1, "symbols": ["C", "C", "O", "O", "S", "S", "H", "H", "H", "H"], "coordinates": [[-0.74, -1.40, 1.10], [-1.30, 0.60, -0.76], [2.25, 0.30, -1.29], [2.53, 0.10, 1.18], [2.53, -0.55, -0.13], [-0.86, 0.27, 1.10], [-0.52, -1.50, 2.13], [-0.33, 1.14, -1.19], [-2.04, 1.27, -0.69], [-1.52, -0.22, -1.44]], "nbo_charge": [-0.466, -0.708, -0.820, -0.813, 1.631, 0.388, 0.119, 0.228, 0.200, 0.240]}

---

2:
{"formula": "C2H4O2S2", "method": "ωB97M-V/def2-TZVPD", "smiles": "O=S1#S(=O)CC1", "homo_lumo_gap_ev": 8.58, "total_charge": 0, "multiplicity": 1, "symbols": ["O", "S", "S", "O", "C", "C", "H", "H", "H", "H"], "coordinates": [[-1.58, 1.98, 0.49], [-1.09, 1.05, -0.45], [-1.08, -1.06, 0.49], [-1.60, -2.00, -0.51], [0.61, -0.73, 0.07], [0.66, 0.75, -0.04], [0.72, -1.37, -0.83], [1.33, -1.16, 0.72], [0.71, 1.25, 0.88], [1.32, 1.29, -0.83]], "nbo_charge": [-0.936, 1.122, 1.060, -0.930, -0.673, -0.635, 0.263, 0.241, 0.243, 0.245]}

---

Preferred: 2; penalty for the next structure: 30.5 kcal/mol.